(1)
C40H38AsNOPRhS | ωB97M-V with the def2-TZVPD basis set

Output
- molar mass (g/mol) = 789.6
- frontier orbital gap (eV) = 7.07
- multiplicity = 1
- total energy (eV) = -129604.77449

The geometry in XYZ format:
```
84
Properties=species:S:1:pos:R:3:forces:R:3:mulliken_charge:R:1
Rh -0.5302 -0.9458 -0.5954 0.28 0.23 -0.07 0.814
S -1.1688 -0.2773 -2.6761 -0.01 -0.25 -0.03 -0.337
C -2.2947 1.0485 -2.4895 -0.06 0.08 -0.11 0.484
C -2.8063 1.6663 -3.6441 0.04 -0.04 0.06 -0.721
C -3.7777 2.6388 -3.5435 -0.04 0.04 0.06 -0.526
C -4.2866 3.0236 -2.3003 0.00 0.01 -0.06 -0.851
C -3.7808 2.4375 -1.1573 0.05 -0.01 0.01 -0.165
C -2.7715 1.4803 -1.2541 0.03 -0.07 0.03 -0.649
As -1.9909 0.5762 0.2399 -0.19 0.44 0.47 2.303
C -3.4833 -0.2535 1.1443 -0.05 -0.14 -0.18 0.385
C -4.0859 -1.3162 0.4733 -0.04 -0.03 0.02 -0.515
C -5.1836 -1.9521 1.0301 0.01 0.03 0.04 -0.722
C -5.6774 -1.5319 2.2605 -0.02 -0.05 -0.04 -0.517
C -5.0757 -0.4774 2.9278 0.01 0.01 0.01 -0.614
C -3.9774 0.1667 2.3707 0.03 0.06 0.04 -0.347
C -1.3890 1.9149 1.4920 -0.07 0.06 -0.08 0.067
C -1.5105 3.2690 1.2146 0.02 0.05 0.05 -0.675
C -1.0465 4.2097 2.1288 0.00 0.01 -0.02 -0.559
C -0.4588 3.7972 3.3125 0.01 -0.02 0.00 -0.563
C -0.3265 2.4395 3.5844 0.02 0.03 0.03 -0.885
C -0.7836 1.5014 2.6756 -0.01 -0.04 0.00 -0.328
H -2.4436 1.3563 -4.6165 0.01 -0.01 0.02 0.446
H -4.1620 3.0970 -4.4464 -0.01 0.00 0.01 0.380
H -5.0720 3.7645 -2.2328 0.01 0.00 -0.01 0.399
H -4.1765 2.7099 -0.1854 0.01 0.01 0.02 0.486
H -3.6841 -1.6526 -0.4775 0.01 0.01 -0.01 0.489
H -5.6490 -2.7786 0.5084 0.00 0.00 0.01 0.425
H -6.5327 -2.0301 2.6991 0.01 0.00 -0.01 0.383
H -5.4597 -0.1509 3.8859 0.00 0.00 -0.01 0.405
H -3.5147 0.9912 2.8985 0.02 0.01 -0.02 0.311
H -1.9431 3.6049 0.2816 -0.03 -0.02 -0.02 0.374
H -1.1432 5.2650 1.9068 0.00 0.00 0.00 0.446
H -0.0960 4.5301 4.0219 0.00 -0.01 0.00 0.390
H 0.1460 2.1141 4.5025 0.00 0.00 -0.01 0.424
H -0.6482 0.4449 2.8726 -0.02 0.00 -0.01 0.471
C 0.2191 -4.6875 -0.6384 0.03 -0.09 0.03 -1.712
C -0.9931 -3.8159 -0.3156 -0.13 0.04 -0.11 2.226
C -0.9269 -3.3561 1.1409 0.05 0.07 0.05 -1.724
C -2.2776 -4.6135 -0.5485 0.02 -0.02 0.04 -1.682
O -1.0044 -2.7289 -1.2239 0.15 -0.18 -0.14 -0.791
H 0.2221 -5.5993 -0.0345 0.00 0.02 -0.02 0.451
H 1.1479 -4.1484 -0.4391 -0.02 0.03 0.02 0.231
H 0.2016 -4.9660 -1.6930 -0.01 0.01 0.00 0.363
H -0.9313 -4.2131 1.8180 -0.01 -0.02 -0.02 0.522
H -1.7855 -2.7246 1.3804 -0.01 -0.02 0.04 0.226
H -0.0087 -2.7902 1.3410 -0.01 -0.01 -0.01 0.260
H -2.3157 -5.5088 0.0775 0.01 0.01 0.00 0.401
H -2.3375 -4.9135 -1.5954 0.00 0.02 0.00 0.413
H -3.1455 -3.9944 -0.3181 -0.02 0.00 0.00 0.230
N 0.7708 0.1342 0.4123 -0.22 -0.20 -0.10 -0.144
P 2.2304 0.2605 -0.1600 0.09 -0.12 0.06 1.885
C 3.4083 -0.6659 0.8625 0.07 0.00 -0.06 0.561
C 4.6234 -1.1442 0.3797 0.01 0.00 -0.01 -0.361
C 5.4896 -1.8270 1.2225 0.01 0.00 -0.01 -0.806
C 5.1481 -2.0318 2.5515 -0.02 0.01 0.00 -0.476
C 3.9350 -1.5601 3.0364 0.04 -0.02 0.00 -0.658
C 3.0676 -0.8823 2.1944 -0.05 -0.03 0.08 -0.499
C 2.8470 1.9636 -0.1310 -0.14 0.03 -0.01 -0.341
C 4.1895 2.2881 -0.2942 0.10 0.04 -0.01 -0.325
C 4.5881 3.6152 -0.2719 0.03 0.03 0.00 -0.703
C 3.6502 4.6241 -0.0820 -0.03 -0.04 0.00 -0.539
C 2.3106 4.3023 0.0868 0.08 0.04 -0.01 -0.593
C 1.9123 2.9736 0.0613 -0.06 0.04 0.03 -0.076
C 2.4624 -0.3145 -1.8583 0.04 -0.01 0.00 0.208
C 2.5846 0.5729 -2.9212 0.00 0.06 -0.01 -0.495
C 2.5620 0.1029 -4.2260 0.00 -0.01 -0.04 -0.735
C 2.4051 -1.2519 -4.4766 -0.01 -0.03 0.04 -0.542
C 2.2761 -2.1450 -3.4198 0.00 0.03 -0.04 -0.600
C 2.3095 -1.6769 -2.1177 0.02 -0.03 0.06 -0.457
H 4.8907 -1.0000 -0.6608 -0.02 0.00 -0.01 0.432
H 6.4289 -2.2037 0.8381 0.00 0.00 0.00 0.411
H 5.8240 -2.5649 3.2080 0.00 0.00 0.00 0.389
H 3.6625 -1.7269 4.0707 0.00 0.00 0.00 0.424
H 2.1094 -0.5294 2.5570 0.00 0.02 -0.03 0.252
H 4.9323 1.5104 -0.4318 -0.04 0.00 0.00 0.328
H 5.6341 3.8644 -0.3988 -0.01 0.00 0.00 0.412
H 3.9684 5.6588 -0.0620 0.00 0.00 0.00 0.388
H 1.5749 5.0815 0.2443 0.02 -0.01 -0.01 0.439
H 0.8733 2.7053 0.2048 0.02 -0.03 0.00 0.045
H 2.6818 1.6352 -2.7335 0.00 -0.01 0.00 0.397
H 2.6533 0.7995 -5.0494 0.00 0.00 0.00 0.415
H 2.3731 -1.6129 -5.4966 0.00 0.00 0.01 0.389
H 2.1364 -3.2013 -3.6086 0.00 0.00 0.00 0.407
H 2.2060 -2.3744 -1.2944 0.00 0.00 0.00 0.253
```
Forces are in eV/Å.

***

(2)
C5H10O | ωB97M-V with the def2-TZVPD basis set

Output
- molar mass (g/mol) = 86.1
- SMILES string = OCC1CCC1
- frontier orbital gap (eV) = 11.28
- multiplicity = 1
- total energy (eV) = -7393.66494
- relative energy (zero: lowest compared OMol25 entry of this formula, charge and spin) (kcal per mole) = 25.4

The geometry in XYZ format:
```
16
Properties=species:S:1:pos:R:3:forces:R:3:mulliken_charge:R:1
O -2.5335 -0.3905 0.1341 -0.04 -0.24 -0.06 -0.504
C -1.5885 0.6277 0.4021 0.26 0.29 0.02 -0.558
C -0.2911 0.3464 -0.3327 -0.14 0.05 -0.07 0.219
C 1.0509 0.9130 0.1747 0.06 0.16 0.06 -0.698
C 1.7089 -0.4165 -0.2522 0.19 -0.09 -0.03 -0.525
C 0.3128 -1.0751 -0.1995 0.02 -0.14 -0.05 -0.844
H -2.0282 -1.2069 0.0169 -0.27 0.10 0.09 0.336
H -2.0315 1.5712 0.0610 0.06 -0.12 0.10 0.294
H -1.3998 0.7247 1.4857 -0.03 -0.14 -0.17 0.262
H -0.4148 0.5730 -1.3979 0.01 -0.02 0.10 0.203
H 1.0403 1.0199 1.2661 -0.01 -0.02 -0.15 0.237
H 1.4206 1.8418 -0.2688 -0.05 -0.14 0.06 0.327
H 2.0757 -0.3632 -1.2825 -0.04 -0.01 0.16 0.234
H 2.4922 -0.8409 0.3807 -0.09 0.10 -0.07 0.313
H 0.1187 -1.5166 0.7878 0.02 0.12 -0.13 0.344
H 0.0672 -1.8081 -0.9756 0.05 0.09 0.15 0.359
```
Forces are in eV/Å.

***

(3)
C4H6NS | ωB97M-V with the def2-TZVPD basis set

Output
- molar mass (g/mol) = 100.2
- net charge = +1
- frontier orbital gap (eV) = 10.21
- multiplicity = 1
- total energy (eV) = -16558.63468
- relative energy (zero: lowest compared OMol25 entry of this formula, charge and spin) (kcal per mole) = 90.8

The geometry in XYZ format:
```
12
Properties=species:S:1:pos:R:3:forces:R:3:mulliken_charge:R:1
C -1.8238 -1.5440 -1.0651 1.82 1.93 -0.96 0.255
C 0.7032 0.9980 -0.4480 0.30 -1.61 0.72 -0.065
C -1.1134 -0.6830 -1.5207 -1.72 -0.41 0.59 -0.396
C 0.6485 0.2416 1.9229 -1.87 1.69 0.13 -0.715
N 0.3710 0.3490 0.5089 -0.71 -0.11 0.19 -0.136
S -0.4485 0.7811 -1.9865 0.68 -1.59 -1.80 -0.044
H -2.2870 -2.3389 -0.6197 -1.11 -1.59 0.72 0.452
H 1.6271 1.3950 -0.7203 1.28 1.56 -0.55 0.438
H -0.3951 0.3653 2.3332 1.30 -0.54 0.21 0.282
H 1.2541 1.0446 2.3110 0.33 0.44 -0.12 0.336
H 1.1143 -0.6610 2.2155 0.07 -1.26 -0.09 0.298
H 0.3495 0.0523 -2.9312 -0.37 1.50 0.96 0.295
```
Forces are in eV/Å.